Record 1
Formula: C27H36N2O6
Source: OMol25
Level of theory: ωB97M-V with the def2-TZVPD basis set

CARTESIAN COORDINATES (ANGSTROEM)
O 2.77415 -1.69246 0.54650
O -1.53517 -1.88156 -1.27748
O -2.55957 2.32003 -1.61897
O -2.54380 -1.60223 -3.28210
O 0.17730 4.93783 1.83213
O -0.45753 2.94220 2.68125
N -1.64455 2.22552 0.44635
N -3.18542 -0.34190 -1.56287
C -0.94589 -4.79426 -2.71835
C 0.64453 0.84306 -1.08656
C -0.35729 3.73446 1.77737
C -2.94459 0.33714 -0.31293
C 1.03008 1.97036 -0.37740
C -2.36014 1.73129 -0.57643
C -0.33829 5.53901 4.14483
C 1.20829 6.87278 2.67981
C 1.91955 4.61150 3.51764
C -0.86141 3.43539 0.36856
C 0.98139 -3.37591 0.48274
C 1.18597 -0.40264 -0.82737
C 0.74045 5.47023 3.06578
C -2.33702 -1.31340 -1.97894
C -1.74645 -2.66613 -3.79868
C 2.00846 1.82264 0.59884
C 2.14620 -0.55360 0.16674
C 3.38438 -3.89176 0.93622
C -3.54706 -5.56559 -2.17286
C 0.33409 3.28051 -0.60970
C -2.49238 -6.37934 -1.79573
C -1.19249 -5.99189 -2.07126
C 2.70895 -3.23415 -1.37207
C -1.99934 -3.97676 -3.10062
C -3.30211 -4.37122 -2.82527
C 2.42415 -3.01564 0.11884
C 2.56031 0.58846 0.86263
H -2.02580 -2.72501 -4.85467
H -4.56346 -5.86160 -1.95802
H 1.94234 -2.79686 -2.00329
H 0.05751 6.04156 5.02276
H 0.07032 -4.49047 -2.92187
H 0.24904 -2.81777 -0.09131
H 3.66727 -2.78925 -1.63209
H -2.24830 -0.27322 0.26545
H -1.19842 6.09561 3.77877
H 3.20951 -4.94349 0.73015
H 2.36094 5.04227 4.41189
H 1.94040 6.81538 1.87874
H 0.82076 -1.24068 -1.39207
H 0.36558 7.46543 2.33431
H 2.34057 2.68381 1.16009
H -0.68709 -2.39635 -3.71976
H 3.31797 0.47261 1.62218
H 2.67781 4.57420 2.73821
H 2.75219 -4.30082 -1.57753
H -0.06614 3.31200 -1.62355
H -0.36653 -6.62205 -1.77504
H -3.63183 0.21293 -2.28103
H 1.58999 3.60032 3.74109
H -0.65962 4.54009 4.42625
H -1.48943 4.26488 0.02543
H 1.00746 4.12610 -0.46508
H -0.10084 0.93336 -1.86401
H 0.81735 -4.43457 0.29867
H -1.45556 1.66709 1.26935
H 0.81280 -3.17628 1.53889
H 4.41307 -3.64485 0.68682
H 3.23552 -3.70818 1.99681
H 1.65922 7.36292 3.53728
H -3.88653 0.44061 0.23636
H -2.68362 -7.31130 -1.28442
H -4.12215 -3.73036 -3.11640

As for the strongest force on any atom: 0.0147 hartree/bohr. The energy above the lowest of the compared OMol25 structures with the same formula, charge and spin comes out at 0.00 kJ/mol. The SMILES is CC(C)(C)OC(=O)[C@@H](Cc1ccc(OC(C)(C)C)cc1)NC(=O)CNC(=O)OCc1ccccc1. As for the frontier orbital gap: 8.80 eV. Its HOMO energy is -0.297 Eh. As for the charge: 0. As for the total energy: -1611.4938 hartree.

***

Record 2
Formula: C4H6Cl2
Source: OMol25
Level of theory: ωB97M-V with the def2-TZVPD basis set

CARTESIAN COORDINATES (ANGSTROEM)
Cl 2.56239 -0.36588 -0.81721
Cl -2.57528 -0.75587 -0.56522
C 1.39570 -0.53479 0.51068
C -0.95118 -0.29249 -0.23880
C -0.90113 1.22082 -0.25303
C 0.09134 -1.06092 0.03399
H -1.68346 1.48269 0.43690
H 1.32662 0.41078 1.07938
H 1.90488 -1.26762 1.18809
H -1.30194 1.58910 -1.20890
H 0.05974 1.65357 0.05430
H 0.07233 -2.07938 -0.22016

As for the strongest force on any atom: 0.0383 hartree/bohr. The energy above the lowest of the compared OMol25 structures with the same formula, charge and spin comes out at 31.67 kJ/mol. The SMILES is C/C(Cl)=C\CCl. As for the frontier orbital gap: 10.44 eV. Its HOMO energy is -0.350 Eh. As for the charge: 0. As for the total energy: -1076.3701 hartree.

***

Record 3
Formula: C28H24Cl3F5Ge2N6O6W
Source: OMol25
Level of theory: ωB97M-V with the def2-TZVPD basis set

CARTESIAN COORDINATES (ANGSTROEM)
W 0.17028 0.25468 -0.75477
Ge -0.67825 1.73213 -3.01362
Ge 2.91793 1.19892 -2.68823
Cl -0.19423 3.82044 -3.59527
Cl -2.29973 1.32843 -4.44620
Cl -1.84592 2.28970 -0.97620
F -0.42426 -2.85298 0.14792
F 0.29560 -6.71967 -2.41427
F 2.13786 -2.62435 -3.81316
F 1.77089 -5.26008 -4.18284
F -0.79218 -5.45802 -0.24384
O -1.50821 -0.66692 -1.70234
O 1.08343 -1.33189 -1.71632
O 1.30318 -0.88882 3.15275
O 1.29330 -0.32834 0.96618
O -3.82390 -1.86036 3.56345
O -3.71200 -1.12209 -1.53457
N -1.21738 -0.38142 0.80342
N 0.02320 4.65829 2.23795
N -0.80959 6.58505 1.12456
N -1.08046 7.81247 -0.61780
N 0.18290 2.59761 1.47941
N -0.30775 7.59346 0.37531
C 3.59410 3.00773 -3.04405
C -0.38283 3.82847 3.26493
C -1.95113 6.10240 0.55746
C -2.11891 6.90377 -0.56967
C 4.41577 0.02589 -2.22471
C -4.02767 5.64238 -1.16532
C -2.80548 5.03585 0.85676
C 0.81059 4.39772 -0.13372
C -0.06373 6.09648 2.25582
C -2.92850 -1.38940 2.66395
C 1.22035 -4.65741 -3.12249
C -3.36464 -1.20136 1.35267
C -0.76153 -0.67655 2.01507
C 0.11397 -3.40412 -0.94988
C 0.47303 -5.40346 -2.22668
C -2.45769 -0.71537 0.43846
C 0.36015 3.86152 1.17796
C -1.59281 -1.17038 2.99692
C 1.78031 1.20651 -1.09873
C -0.26077 2.56638 2.77982
C 0.84571 -2.60998 -1.83667
C 1.39875 -3.30248 -2.92674
C 2.08521 0.57433 -4.34588
C 0.75287 -0.60997 2.10329
C -3.83880 4.82987 -0.02614
C -2.63968 -0.80653 -1.07240
C -3.17801 6.68196 -1.45538
C -0.07672 -4.76197 -1.13511
H 2.86131 0.12055 -4.96681
H -0.46439 1.63943 3.28938
H -0.04100 4.68233 -0.75474
H -3.38373 -2.00608 4.40767
H 1.45953 5.26731 -0.01630
H -3.29563 7.29136 -2.34016
H -1.17433 -1.42644 3.96187
H 0.91308 6.57775 2.20537
H 4.98263 0.44227 -1.39201
H -4.84527 5.41548 -1.83571
H 2.35556 1.47857 -0.20906
H -4.50903 3.99670 0.13650
H 1.34529 3.61349 -0.66458
H -0.69962 4.21678 4.21693
H 1.66262 1.41326 -4.90224
H 5.08114 -0.08183 -3.08269
H 4.30723 2.98339 -3.86929
H -2.63904 4.37895 1.69994
H 2.76577 3.66017 -3.32049
H -0.55245 6.37579 3.19119
H -4.35407 -1.49023 1.03072
H 4.09247 3.42695 -2.16919
H 1.31848 -0.17595 -4.16776
H 4.04300 -0.95757 -1.94034

As for the strongest force on any atom: 0.0160 hartree/bohr. The energy above the lowest of the compared OMol25 structures with the same formula, charge and spin comes out at 146.97 kJ/mol. As for the spin multiplicity: 2. As for the frontier orbital gap (alpha / beta): 6.93 / 7.36 eV. Its expectation value of S² is 0.80. Its HOMO energy (alpha / beta) is -0.181 / -0.201 Eh. As for the charge: -1. As for the total energy: -7962.4472 hartree.

***

Record 4
Formula: C11H17FN3
Source: OMol25
Level of theory: ωB97M-V with the def2-TZVPD basis set

CARTESIAN COORDINATES (ANGSTROEM)
F 5.18690 0.35409 0.25548
N -2.92696 -0.02572 0.13793
N -0.13717 0.48763 -0.02434
N 2.27307 -1.36712 -0.17617
C -2.28581 0.76535 1.18294
C -0.83549 0.35437 1.25989
C -4.38870 -0.17860 0.02569
C 3.83097 0.34130 0.18232
C 3.32493 1.39282 -0.49093
C 3.08758 -0.75328 0.89940
C -0.77309 -0.20226 -1.04847
C -2.30034 0.15097 -1.10052
C 2.49033 -2.58573 -0.33950
C 0.91043 1.13878 -0.28154
C 1.92025 1.84710 -0.66009
H 1.92580 -2.93480 -1.15924
H -4.65747 0.38432 -0.89881
H -2.83085 -0.53154 -1.92415
H -2.59125 1.87267 0.86230
H 1.89962 2.73651 -1.09806
H -0.26210 -0.07532 -2.08578
H -0.66921 -0.79201 1.50542
H -4.75663 -1.23414 -0.07300
H 3.73572 -1.44505 1.27861
H 2.67491 -0.16999 1.74401
H -0.37548 0.81985 1.99920
H -2.65166 0.64561 2.10715
H -2.27445 1.20078 -1.35827
H 4.13520 2.05391 -0.89087
H 3.13629 -3.36709 0.20266
H -5.00103 0.32219 0.91070
H -0.81433 -1.20562 -0.94397

As for the strongest force on any atom: 0.1056 hartree/bohr. The energy above the lowest of the compared OMol25 structures with the same formula, charge and spin comes out at 139.11 kJ/mol. The SMILES is C=NC/C(F)=C\C=C=[N+]1CCN(C)CC1. As for the frontier orbital gap: 8.20 eV. Its HOMO energy is -0.432 Eh. As for the charge: +1. As for the total energy: -693.0281 hartree.

***

Record 5
Formula: C3H11N4
Source: OMol25
Level of theory: ωB97M-V with the def2-TZVPD basis set

CARTESIAN COORDINATES (ANGSTROEM)
N 1.14603 -2.32523 -0.78963
N -0.96394 0.84991 0.18248
N -0.95536 3.14330 0.23103
N 0.27474 -1.45414 1.26262
C -1.01657 1.98175 0.84304
C 1.18077 -1.13024 -1.63563
C 0.32000 -2.40968 0.17936
H -0.93049 3.27847 -0.76826
H 0.17044 -0.79993 -1.88848
H -0.40584 -3.22548 0.16278
H 1.23370 -1.12676 1.33141
H -1.10463 3.98461 0.76882
H -1.00645 1.97176 1.92724
H 1.72894 -0.27828 -1.20322
H -0.73663 0.94376 -0.79609
H -0.66780 -0.04600 0.65393
H 1.67312 -1.38594 -2.57229
H 0.05999 -1.97188 2.11086

As for the strongest force on any atom: 0.0606 hartree/bohr. The energy above the lowest of the compared OMol25 structures with the same formula, charge and spin comes out at 202.17 kJ/mol. As for the frontier orbital gap: 8.16 eV. Its HOMO energy is -0.432 Eh. As for the charge: +1. As for the total energy: -339.6427 hartree.

***

Record 6
Formula: C3H2N2O3S
Source: OMol25
Level of theory: ωB97M-V with the def2-TZVPD basis set

CARTESIAN COORDINATES (ANGSTROEM)
S 0.98361 0.72868 -1.68348
O 2.88778 0.53528 2.40162
O 1.62923 1.41409 -0.57383
O -1.94983 -1.24605 1.71778
N 3.64928 1.22877 1.84976
N 4.41830 1.88544 1.37300
C -0.37185 0.06163 0.40138
C -1.17086 -0.64521 1.13252
C -0.23388 -0.13153 -0.97807
H 0.21497 0.97012 0.74854
H -1.02590 -0.45878 -1.56559

As for the strongest force on any atom: 0.0522 hartree/bohr. The energy above the lowest of the compared OMol25 structures with the same formula, charge and spin comes out at 250.87 kJ/mol. As for the frontier orbital gap: 8.20 eV. Its HOMO energy is -0.315 Eh. As for the charge: 0. As for the total energy: -848.7993 hartree.

***

Record 7
Formula: C5H9NS2
Source: OMol25
Level of theory: ωB97M-V with the def2-TZVPD basis set

CARTESIAN COORDINATES (ANGSTROEM)
S -1.81199 2.15473 0.21319
S -2.76573 -0.59374 -0.26858
N -0.12326 -0.64378 1.86466
C 1.20863 0.56757 -1.18673
C -1.40356 0.54910 0.23787
C 1.20774 0.98176 0.33135
C 0.26655 -0.73701 -0.86540
C 0.01764 -0.07398 0.57803
H 0.64429 -1.97855 -0.90759
H 0.91461 2.08416 0.39793
H -0.77165 -0.89477 -1.43619
H 0.52114 1.17038 -1.93041
H -0.67059 -1.40896 1.77379
H -2.30296 -1.77538 -0.64701
H 0.83027 -0.80331 2.37975
H 2.01091 0.76237 1.08883
H 2.22794 0.63940 -1.62348

As for the strongest force on any atom: 0.1011 hartree/bohr. The energy above the lowest of the compared OMol25 structures with the same formula, charge and spin comes out at 383.48 kJ/mol. The SMILES is NC1(C(=S)S)CCC1. As for the frontier orbital gap: 8.38 eV. Its HOMO energy is -0.319 Eh. As for the charge: 0. As for the total energy: -1046.9023 hartree.

***

Record 8
Formula: C6H18N6
Source: OMol25
Level of theory: ωB97M-V with the def2-TZVPD basis set

CARTESIAN COORDINATES (ANGSTROEM)
N -0.64399 2.25562 -1.63995
N 0.14126 0.25055 -1.45140
N -1.70777 -1.26614 1.57989
N 0.47701 1.53698 -1.36630
N -0.99582 -0.16167 0.99425
N 2.48671 0.28539 -0.32613
C 0.12024 0.40251 1.66571
C -1.79642 -1.18422 -2.05638
C 1.38139 -0.57993 1.69135
C -1.59700 1.41857 -2.05901
C -1.14608 0.13798 -1.86226
C 2.65389 -0.00012 1.13153
H 0.06027 0.67838 2.71294
H -2.04251 -1.59191 -1.13657
H 3.38488 -0.05703 -0.78951
H -1.14920 -1.79405 -2.64704
H 0.50188 1.28581 1.14545
H -2.38086 1.79766 -2.75300
H 1.65216 -0.37506 -0.58319
H 3.40370 -0.80943 1.19700
H -1.69153 0.56565 0.75654
H -1.16750 -2.13167 1.31675
H 1.22192 -1.58512 1.26792
H -2.65138 -0.81716 -2.56652
H -0.56620 3.23605 -1.62520
H -2.57206 -1.28980 0.99140
H 2.11570 1.22007 -0.55780
H 1.55582 -0.82371 2.75549
H 2.96118 0.83675 1.63572
H -2.00969 -1.44095 2.57833

As for the strongest force on any atom: 0.0718 hartree/bohr. The energy above the lowest of the compared OMol25 structures with the same formula, charge and spin comes out at 0.00 kJ/mol. As for the frontier orbital gap: 9.99 eV. Its HOMO energy is -0.610 Eh. As for the charge: +2. As for the total energy: -567.2480 hartree.

***

What is the charge in the first record? 0